{
  "formula": "C45H48CsN5O2P2S2",
  "method": "ωB97M-V/def2-TZVPD",
  "elements": ["Cs", "O", "C", "C", "C", "C", "C", "C", "C", "N", "C", "C", "N", "C", "C", "C", "C", "C", "C", "C", "O", "H", "H", "H", "H", "H", "H", "H", "H", "H", "H", "H", "H", "H", "H", "C", "C", "C", "C", "C", "C", "N", "N", "C", "C", "C", "C", "C", "N", "H", "H", "H", "H", "H", "H", "H", "H", "H", "S", "P", "S", "C", "C", "C", "C", "C", "C", "C", "C", "C", "C", "C", "C", "H", "H", "H", "H", "H", "H", "H", "H", "H", "H", "C", "C", "P", "C", "C", "C", "C", "H", "H", "H", "H", "H", "H", "H", "H", "H", "H", "H", "H", "H", "H", "H"],
  "positions_angstrom": [[0.481274, 0.287833, -1.222829], [-1.850377, -0.036962, -2.047684], [-2.457111, -1.149371, -2.165775], [-3.359320, -1.406787, -3.247716], [-3.916188, -2.645481, -3.456657], [-3.645671, -3.717627, -2.598041], [-2.830981, -3.488780, -1.504757], [-2.257574, -2.243147, -1.254214], [-1.465919, -2.038698, -0.036549], [-0.948514, -3.000894, 0.620983], [-0.218428, -2.698548, 1.838764], [1.294524, -2.764771, 1.603621], [1.762378, -1.455853, 1.206215], [2.574071, -1.278033, 0.239227], [3.336289, -2.176830, -0.617277], [3.888177, -3.382675, -0.181382], [4.708289, -4.140922, -0.994099], [4.988951, -3.663344, -2.282710], [4.482440, -2.474067, -2.738835], [3.609390, -1.662488, -1.938253], [3.095636, -0.584228, -2.356533], [-3.578103, -0.576629, -3.910103], [-4.584600, -2.791230, -4.301870], [-4.086145, -4.692321, -2.769183], [-2.625249, -4.281871, -0.794018], [-1.365194, -0.994948, 0.290130], [-0.502665, -3.448360, 2.585126], [-0.458293, -1.702252, 2.237390], [1.500136, -3.548728, 0.864729], [1.795258, -3.043479, 2.539271], [2.716631, -0.229865, -0.033315], [3.693913, -3.711717, 0.833500], [5.129233, -5.075512, -0.644301], [5.626859, -4.250952, -2.938234], [4.704935, -2.116501, -3.737997], [2.116492, -5.784027, -3.379600], [1.406875, -5.339361, -2.273087], [0.846974, -4.071315, -2.264572], [1.051722, -3.240152, -3.357240], [1.757411, -3.675430, -4.473097], [2.282075, -4.956418, -4.482496], [0.418475, -1.960139, -3.319180], [1.016815, -1.096595, -3.979570], [0.280740, 0.103782, -4.254446], [-0.884646, -0.061635, -5.000340], [-1.499411, 1.066197, -5.498945], [-0.934611, 2.305748, -5.237729], [0.211053, 2.357595, -4.460714], [0.829393, 1.281400, -3.980788], [2.545662, -6.779131, -3.381108], [1.283372, -5.981819, -1.410204], [0.266019, -3.717740, -1.420717], [1.890105, -2.999667, -5.306785], [2.836289, -5.306023, -5.345335], [-1.289624, -1.052272, -5.146208], [-2.417838, 0.980596, -6.066477], [-1.383645, 3.220215, -5.601494], [0.657149, 3.312261, -4.201924], [-1.655752, 5.163110, 3.061036], [-2.288654, 3.321870, 2.657493], [-1.293097, 2.139918, 1.419855], [-2.504515, 2.433700, 4.261237], [-3.162400, 3.066612, 5.313427], [-3.347775, 2.416087, 6.521121], [-2.865322, 1.123868, 6.697058], [-2.203838, 0.491496, 5.656498], [-2.027753, 1.142648, 4.441900], [-4.046867, 3.381446, 2.111173], [-4.678070, 2.195343, 1.741921], [-6.001664, 2.201744, 1.336142], [-6.708290, 3.398169, 1.285829], [-6.082169, 4.582208, 1.642438], [-4.755525, 4.573395, 2.054992], [-3.510696, 4.083528, 5.178078], [-3.862445, 2.918656, 7.332195], [-3.002558, 0.616055, 7.645016], [-1.819810, -0.513451, 5.785485], [-1.514024, 0.659628, 3.618453], [-4.111586, 1.272281, 1.745258], [-6.477039, 1.274625, 1.040132], [-7.741394, 3.405049, 0.956814], [-6.624577, 5.519875, 1.593624], [-4.247693, 5.488915, 2.334029], [2.842651, 2.025820, 4.240256], [2.003134, 1.454882, 3.103887], [2.244884, 2.167273, 1.419257], [1.978526, 3.958028, 1.781177], [1.836944, 4.807646, 0.523457], [4.092535, 2.045930, 1.263736], [4.560474, 2.227249, -0.178891], [2.605709, 1.529418, 5.185099], [2.656465, 3.091969, 4.379231], [3.912120, 1.892865, 4.059726], [0.935803, 1.585712, 3.309975], [2.160187, 0.378754, 2.991215], [2.774520, 4.345730, 2.426710], [1.039462, 4.013976, 2.339593], [2.766360, 4.854821, -0.049414], [1.539796, 5.827686, 0.777571], [1.060638, 4.391852, -0.121527], [4.362391, 1.041346, 1.607620], [4.593176, 2.757801, 1.929677], [4.088635, 1.500080, -0.844084], [5.643159, 2.102268, -0.265836], [4.311089, 3.222056, -0.554241]],
  "forces_ev_per_angstrom": [[1.0, 1.1, 1.1], [-1.6, -0.3, -0.3], [-0.1, 0.0, 0.0], [0.0, 0.0, 0.0], [0.0, 0.0, -0.1], [0.0, -0.1, 0.0], [0.0, 0.0, 0.0], [0.0, 0.0, 0.0], [-0.2, -0.1, -0.1], [0.1, 0.0, -0.1], [-0.1, 0.0, 0.1], [0.0, -0.1, 0.0], [-0.1, 0.1, 0.0], [0.3, -0.1, 0.3], [0.0, 0.0, 0.1], [0.0, 0.0, 0.0], [0.0, 0.0, 0.1], [0.0, 0.0, -0.1], [0.0, 0.1, 0.0], [0.1, -0.1, 0.0], [0.3, 0.0, 0.1], [0.0, 0.0, 0.0], [0.0, 0.0, 0.0], [0.0, 0.0, 0.0], [0.0, 0.0, 0.0], [-0.2, -0.1, 0.2], [0.0, 0.0, 0.0], [0.0, 0.0, 0.0], [0.0, 0.0, 0.0], [0.0, 0.0, 0.0], [0.4, -0.1, 0.2], [0.0, 0.0, 0.0], [0.0, 0.0, 0.0], [0.0, 0.0, 0.0], [0.0, 0.0, 0.0], [0.0, 0.0, 0.0], [0.0, 0.0, 0.0], [0.0, 0.0, -0.1], [-0.1, 0.0, 0.1], [0.0, 0.0, 0.1], [0.0, 0.0, 0.0], [0.2, 0.4, -0.6], [-0.2, -0.4, -0.3], [-0.1, -0.2, -0.5], [0.0, 0.1, 0.1], [0.0, 0.0, 0.0], [0.0, 0.1, 0.0], [-0.1, 0.0, 0.0], [0.1, -0.2, -0.4], [0.0, 0.0, 0.0], [0.0, 0.0, 0.0], [0.0, 0.0, 0.0], [0.0, 0.0, 0.0], [0.0, 0.0, 0.0], [0.0, 0.0, 0.0], [0.0, 0.0, 0.0], [0.0, 0.0, 0.0], [0.0, 0.0, 0.0], [0.0, 0.0, 0.0], [0.0, -0.1, 0.0], [0.0, 0.1, 0.0], [0.0, 0.0, 0.0], [0.0, 0.0, 0.0], [0.0, 0.0, 0.0], [0.0, 0.0, 0.0], [0.0, 0.0, 0.0], [0.0, 0.0, -0.1], [0.0, 0.0, 0.0], [0.0, 0.0, 0.0], [0.0, 0.0, 0.0], [0.0, 0.0, 0.0], [0.0, 0.0, 0.0], [0.0, 0.0, 0.1], [0.0, 0.0, 0.0], [0.0, 0.0, 0.0], [0.0, 0.0, 0.0], [0.0, 0.0, 0.0], [0.0, 0.0, 0.0], [0.0, 0.0, 0.0], [0.0, 0.0, 0.0], [0.0, 0.0, 0.0], [0.0, 0.0, 0.0], [0.0, 0.0, 0.0], [0.0, 0.0, 0.0], [-0.1, 0.0, 0.0], [0.0, 0.0, 0.1], [0.0, 0.0, 0.0], [0.0, 0.0, 0.0], [0.0, 0.0, 0.0], [0.0, 0.0, 0.0], [0.0, 0.0, 0.0], [0.0, 0.0, 0.0], [0.0, 0.0, 0.0], [0.0, 0.0, 0.0], [0.0, 0.0, 0.0], [0.0, 0.0, 0.0], [0.0, 0.0, 0.0], [0.0, 0.0, 0.0], [0.0, 0.0, 0.0], [0.0, 0.0, 0.0], [0.0, 0.0, 0.0], [0.0, 0.0, 0.0], [0.0, 0.0, 0.0], [0.0, 0.0, 0.0], [0.0, 0.0, 0.0]],
  "homo_energy_ev": -2.18,
  "total_charge": -2,
  "e_above_lowest_ev": 1.747
}

***

{
  "formula": "C27H45BrHfN2O2P2",
  "method": "ωB97M-V/def2-TZVPD",
  "elements": ["N", "C", "C", "C", "C", "C", "C", "Hf", "P", "C", "C", "C", "C", "C", "C", "C", "Br", "H", "H", "H", "H", "H", "H", "H", "H", "H", "H", "P", "C", "C", "H", "H", "H", "H", "H", "C", "C", "H", "H", "H", "H", "H", "C", "C", "H", "H", "H", "H", "H", "C", "C", "H", "H", "H", "H", "H", "C", "C", "H", "H", "H", "H", "H", "C", "C", "H", "H", "H", "H", "H", "N", "C", "C", "O", "O", "H", "H", "H", "H", "H"],
  "positions_angstrom": [[-5.444596, 3.556644, -3.179323], [-5.023703, 3.605729, -1.918211], [-3.939933, 2.829704, -1.469057], [-3.284428, 2.021927, -2.395047], [-3.744089, 1.948453, -3.729309], [-4.847833, 2.767985, -4.075122], [-2.161563, 1.118512, -1.874681], [-0.328020, 0.410303, -0.988785], [2.540205, -0.127793, -0.706223], [-1.199835, 0.679186, -2.923989], [-0.229951, 1.662026, -3.493757], [0.291068, 1.471036, -4.795859], [1.287159, 2.317899, -5.286865], [1.862596, 3.304639, -4.427802], [1.373679, 3.449734, -3.110847], [0.253235, 2.711653, -2.692328], [3.243346, 4.400237, -4.974880], [-2.717294, 0.281083, -1.390572], [-1.633961, -0.083274, -3.583822], [-3.592884, 2.862457, -0.436305], [-3.224675, 1.329978, -4.471125], [-5.521539, 4.267955, -1.204980], [-5.253989, 2.794696, -5.095837], [-0.139065, 0.670119, -5.381374], [-0.193202, 2.919867, -1.707280], [1.679946, 2.152742, -6.289303], [1.883265, 4.100073, -2.393415], [-1.158900, -1.936527, -1.606015], [3.797881, 1.214558, -0.392446], [5.187207, 1.267455, -1.064237], [3.848973, 1.354330, 0.701021], [3.194644, 2.041937, -0.801302], [5.668125, 2.215627, -0.768345], [5.884258, 0.452917, -0.798135], [5.101851, 1.301814, -2.160878], [2.520916, -0.106931, -2.555586], [3.614660, -0.927183, -3.301039], [2.555222, 0.958900, -2.859003], [1.501238, -0.460176, -2.834631], [3.450692, -0.975402, -4.396338], [4.610597, -0.491646, -3.149772], [3.654082, -1.964155, -2.947815], [2.004425, -0.747925, 0.969982], [2.977607, -1.517944, 1.916070], [1.235925, -1.500018, 0.665769], [1.505567, 0.076168, 1.532400], [2.413609, -2.263092, 2.504420], [3.744905, -2.061273, 1.350985], [3.478951, -0.893393, 2.673663], [-1.252557, -2.703582, 0.047579], [-1.476110, -4.199970, -0.023164], [-2.083493, -2.206622, 0.570911], [-0.337733, -2.442648, 0.602037], [-2.543828, -4.411949, -0.121264], [-0.937294, -4.668205, -0.849761], [-1.121729, -4.642901, 0.910175], [0.065315, -2.752475, -2.722236], [-0.139264, -2.447789, -4.207962], [-0.022049, -3.829766, -2.517741], [1.070260, -2.411651, -2.420238], [-1.142200, -2.714708, -4.558096], [0.035397, -1.396084, -4.466824], [0.557433, -3.036417, -4.818323], [-2.731295, -2.409135, -2.418579], [-4.026716, -1.904101, -1.787261], [-2.694732, -3.510626, -2.438979], [-2.658274, -2.047093, -3.450901], [-4.486204, -1.129773, -2.418183], [-4.742363, -2.738043, -1.742485], [-3.914577, -1.500937, -0.767744], [-2.425446, 1.277320, 3.121585], [-0.991954, 1.664454, 2.907259], [-0.778264, 1.375499, 1.457892], [0.241814, 1.769982, 0.767013], [-1.594091, 0.516148, 0.940400], [-3.036254, 1.927070, 2.603553], [-2.712522, 1.324707, 4.097071], [-2.588144, 0.322673, 2.760416], [-0.876268, 2.709954, 3.226980], [-0.343032, 0.977259, 3.472902]],
  "forces_ev_per_angstrom": [[0.0, 0.2, 0.0], [0.6, -0.7, 0.2], [-0.2, 0.3, -0.4], [0.4, 0.3, 0.1], [0.1, 0.6, 0.3], [0.5, -0.4, 0.5], [-0.4, 0.0, -1.6], [1.1, 1.9, 4.4], [0.7, 3.9, 0.6], [-2.0, 2.6, -4.2], [-2.3, -2.1, 1.1], [1.3, 0.8, -0.7], [-0.8, -1.1, 0.3], [0.0, 0.0, -0.1], [-1.1, -0.4, 1.0], [1.9, 0.7, 0.5], [-0.4, -0.5, 0.0], [0.7, -0.2, 0.0], [1.1, -0.2, 0.0], [-0.2, 0.1, -0.2], [-0.4, 0.3, 0.2], [-0.1, -0.1, -0.5], [0.2, -0.1, 0.5], [0.2, 0.1, -0.3], [0.2, 0.1, -0.2], [-0.1, 0.3, 0.2], [-0.3, 0.1, -0.5], [-0.4, -1.3, -0.7], [-0.7, 0.1, 0.3], [0.2, -0.1, -0.2], [0.1, -0.1, -0.4], [0.3, 0.3, 0.3], [-0.3, -0.4, 0.0], [-0.5, 0.3, 0.0], [0.0, 0.0, 0.4], [-0.2, -2.2, -1.5], [0.0, -0.1, -0.1], [0.1, -0.3, 0.8], [0.6, 0.0, -0.3], [-0.2, 0.2, 0.6], [-0.4, -0.1, 0.0], [-0.1, 0.2, 0.0], [-0.5, -2.5, 0.2], [0.4, -0.1, 0.1], [0.2, 0.5, 0.5], [0.6, -0.3, -1.0], [0.1, 0.3, -0.4], [-0.2, 0.1, 0.2], [-0.2, 0.1, -0.6], [0.3, 0.2, 0.0], [-0.1, -0.4, 0.3], [0.2, 0.0, -0.1], [-0.3, -0.2, -0.1], [0.2, -0.1, 0.0], [-0.1, -0.1, 0.2], [-0.1, -0.2, -0.2], [0.3, -0.1, 0.5], [-0.1, -0.1, -0.4], [0.2, 0.2, -0.2], [-0.2, -0.5, 0.0], [0.3, 0.0, 0.1], [0.0, -0.2, 0.2], [-0.1, 0.1, 0.3], [0.1, 0.4, -0.1], [-0.6, 0.0, 0.0], [0.1, 0.3, -0.1], [-0.1, -0.3, 0.2], [0.1, -0.2, 0.3], [0.1, 0.4, 0.1], [0.0, -0.2, -0.2], [-0.3, 0.0, 0.2], [-0.6, 0.3, 0.3], [1.3, -0.8, -1.9], [-2.1, -0.6, 1.0], [1.5, 0.6, -0.4], [0.0, -0.3, 0.2], [0.0, 0.0, 0.4], [-0.1, 0.4, 0.2], [0.3, -0.4, -0.2], [-0.2, 0.4, 0.1]],
  "homo_energy_ev": [-18.69, -18.68],
  "total_charge": 4
}

***

{
  "formula": "C4H9NO2",
  "method": "ωB97M-V/def2-TZVPD",
  "elements": ["C", "C", "C", "N", "C", "O", "O", "H", "H", "H", "H", "H", "H", "H", "H", "H"],
  "positions_angstrom": [[0.932856, -0.106833, 0.140227], [-0.475294, -1.977190, -0.104168], [1.760077, 0.960376, -0.504932], [-0.098962, -0.624176, -0.502492], [-1.412939, 0.866597, 0.659420], [-1.479973, 2.001984, -0.086938], [-2.394581, 0.273152, 1.061559], [-2.031127, 1.754270, -0.851326], [1.435896, -0.671723, 0.941004], [-0.398013, 0.898785, 1.246737], [-0.217948, -2.687268, -0.893497], [0.005022, -2.313835, 0.821830], [-1.551471, -1.997126, 0.097150], [1.130218, 1.631883, -1.089835], [2.325038, 1.511615, 0.248972], [2.471201, 0.479491, -1.183711]],
  "forces_ev_per_angstrom": [[-0.7, -2.9, -3.3], [-0.6, 0.3, 0.6], [-0.6, 0.6, 0.6], [3.2, 0.3, 1.1], [-0.2, 2.1, 4.5], [0.3, -1.2, -1.4], [1.4, -0.3, -1.4], [-0.2, 0.5, 0.2], [-0.3, 0.1, 0.1], [-2.4, 0.1, -0.7], [-0.1, 0.2, -0.1], [0.2, 0.1, 0.0], [0.1, -0.1, -0.3], [0.1, 0.0, 0.0], [0.0, 0.1, -0.2], [-0.1, -0.1, 0.1]],
  "homo_energy_ev": -9.72,
  "total_charge": 0,
  "e_above_lowest_ev": 3.061
}

***

Q: Which E_tot values were calculated for the entries above? A: -99788.283, -125686.401, -9877.000, in eV.